(1)
Formula: C3H13NO2S
Source: the OMol25 dataset
Level of theory: ωB97M-V/def2-TZVPD

Bonds (Å) are listed after each position.
Positions of all 20 atoms, in Å:
1 C 0.20 0.21 2.06  C2 1.531, N5 1.512, H6 1.099, H7 1.085
2 C -1.25 0.53 1.69  C1 1.531, C3 1.563, H8 1.095, H9 1.096
3 C -1.39 1.89 0.92  C2 1.563, S4 1.827, H10 1.079, H11 1.089
4 S -0.11 2.25 -0.34  C3 1.827, H12 1.365
5 N 0.66 -0.99 1.26  C1 1.512, H13 1.018, H14 1.018
6 H 0.51 0.08 3.11  C1 1.099
7 H 0.80 1.06 1.76  C1 1.085
8 H -1.63 -0.27 1.05  C2 1.095
9 H -1.90 0.64 2.57  C2 1.096
10 H -1.32 2.71 1.62  C3 1.079
11 H -2.30 1.79 0.33  C3 1.089
12 H 0.23 1.49 -1.41  S4 1.365
13 H 0.03 -1.73 1.58  N5 1.018
14 H 1.55 -1.24 1.69  N5 1.018
15 H 1.83 -2.15 -5.30  O17 0.952
16 H 1.67 -1.72 -3.83  O17 0.972
17 O 1.32 -2.33 -4.51  H15 0.952, H16 0.972
18 H 0.41 -0.49 -0.67  O20 0.971
19 H 0.12 -1.25 -1.97  O20 0.967
20 O 0.56 -0.46 -1.63  H18 0.971, H19 0.967

Results
- Structure (SMILES): NCCCS.O.O
- F_max: 0.064 Eh/bohr
- Gap between HOMO and LUMO: 9.451 eV
- LUMO energy: 0.831 eV
- Charge: 0
- Relative energy (zero: lowest compared OMol25 entry of this formula, charge and spin): 127.3 kJ/mol

Here are the Löwdin charges for atoms 1 to 2, given in e: number 1, C, carries -0.294; number 2, C, carries -0.247


(2)
Formula: C3H13NO2S2
Source: the OMol25 dataset
Level of theory: ωB97M-V/def2-TZVPD

Bonds (Å) are listed after each position.
Positions of all 21 atoms, in Å:
1 S -2.85 -0.41 1.45  H7 1.338
2 S 1.38 1.29 0.62  C3 1.725
3 C 0.07 0.16 0.57  S2 1.725, C4 1.532, H8 1.090, H9 1.164
4 C -0.51 -0.16 -0.81  C3 1.532, N5 1.475, H10 1.087, H11 1.095
5 N -0.93 0.96 -1.66  C4 1.475, C6 1.471, H12 1.002
6 C -2.11 1.61 -1.06  N5 1.471, H13 1.075, H14 1.078, H15 1.091
7 H -3.77 -0.29 2.41  S1 1.338
8 H 0.39 -0.75 1.08  C3 1.090
9 H -0.79 0.53 1.26  C3 1.164
10 H -1.36 -0.81 -0.61  C4 1.087
11 H 0.20 -0.77 -1.39  C4 1.095
12 H -0.16 1.59 -1.56  N5 1.002
13 H -2.05 1.71 0.01  C6 1.075
14 H -2.99 1.03 -1.28  C6 1.078
15 H -2.26 2.59 -1.53  C6 1.091
16 H 3.23 -0.08 0.77  O18 0.963
17 H 4.59 -0.80 1.02  O18 0.958
18 O 3.69 -0.92 0.69  H16 0.963, H17 0.958
19 H 2.73 -2.53 -0.70  O21 0.963
20 H 2.60 -3.46 -1.86  O21 0.961
21 O 2.29 -2.60 -1.55  H19 0.963, H20 0.961

Results
- F_max: 0.046 Eh/bohr
- Gap between HOMO and LUMO: 4.334 eV
- LUMO energy: -4.390 eV
- Charge: 0
- Relative energy (zero: lowest compared OMol25 entry of this formula, charge and spin): 504.2 kJ/mol

Here are the Löwdin charges for atoms 1 to 2, given in e: number 1, S, carries 0.483; number 2, S, carries 0.806


(3)
Formula: C3H13NO3
Source: the OMol25 dataset
Level of theory: ωB97M-V/def2-TZVPD

Bonds (Å) are listed after each position.
Positions of all 20 atoms, in Å:
1 C 3.28 0.48 -0.24  C2 1.482, H5 1.113, H6 1.091, H7 1.099
2 C 2.15 0.92 -1.10  C1 1.482, C3 1.335, H8 1.079
3 C 1.33 -0.03 -1.54  C2 1.335, N4 1.401, H9 1.086
4 N 0.28 0.15 -2.45  C3 1.401, H10 0.997, H11 1.006
5 H 3.57 1.13 0.62  C1 1.113
6 H 3.25 -0.48 0.28  C1 1.091
7 H 4.30 0.48 -0.66  C1 1.099
8 H 2.13 1.99 -1.28  C2 1.079
9 H 1.38 -1.01 -1.08  C3 1.086
10 H 0.26 -0.46 -3.24  N4 0.997
11 H -0.02 1.07 -2.75  N4 1.006
12 H -0.89 -0.06 -0.37  O14 0.979
13 H -2.04 -1.00 -0.65  O14 0.948
14 O -1.86 -0.15 -0.27  H12 0.979, H13 0.948
15 H -2.63 0.44 1.08  O17 0.994
16 H -3.66 1.45 1.34  O17 0.950
17 O -3.08 0.88 1.84  H15 0.994, H16 0.950
18 H -2.85 -1.55 2.90  O20 0.975
19 H -2.28 -1.90 4.17  O20 0.962
20 O -2.63 -2.36 3.40  H18 0.975, H19 0.962

Results
- Structure (SMILES): C/C=C/N.O.O.O
- F_max: 0.063 Eh/bohr
- Gap between HOMO and LUMO: 9.285 eV
- LUMO energy: 0.649 eV
- Charge: 0
- Relative energy (zero: lowest compared OMol25 entry of this formula, charge and spin): 126.0 kJ/mol

Here are the Löwdin charges for atoms 1 to 2, given in e: number 1, C, carries -0.155; number 2, C, carries -0.155


- What is the LUMO energy in the third record?
  0.649 eV


- LUMO energy of number 2 (C3H13NO2S2)?
  -4.390 eV


- Look up the gap between HOMO and LUMO of the first one.
  9.451 eV